{
  "formula": "C21H16CaClF6N2O9PS2",
  "method": "ωB97M-V with the def2-TZVPD basis set",
  "spin_multiplicity": 1,
  "e_lumo_ev": 0.12,
  "mol_weight_g_mol": 724.99,
  "gap_ev": 9.004,
  "max_force_ev_per_a": 1.784,
  "homo_energy_ev": -8.89,
  "symbols": ["Ca", "O", "N", "C", "C", "C", "C", "C", "C", "C", "P", "C", "C", "C", "C", "C", "C", "C", "C", "C", "C", "C", "C", "H", "H", "H", "H", "H", "H", "H", "H", "H", "H", "H", "H", "H", "H", "H", "H", "O", "Cl", "O", "O", "O", "F", "C", "F", "F", "S", "O", "O", "N", "S", "O", "O", "C", "F", "F", "F"],
  "coordinates": [[-1.8987, -0.9322, -0.0437], [1.3727, -3.7355, 1.6014], [1.4050, -2.3586, 1.7488], [2.1053, -2.0010, 2.7402], [2.2564, -0.5713, 3.0782], [3.0024, -0.2873, 4.2156], [3.1842, 1.0194, 4.6512], [2.6063, 2.0529, 3.9334], [1.8673, 1.7758, 2.7856], [1.6878, 0.4753, 2.3432], [0.7478, 0.0879, 0.8106], [0.3124, 1.7539, 0.1958], [-0.8699, 2.2802, 0.7175], [-1.3659, 3.5007, 0.2793], [-0.6850, 4.2022, -0.7048], [0.4866, 3.6828, -1.2393], [0.9842, 2.4677, -0.7914], [2.0734, -0.4564, -0.3184], [3.3490, 0.1071, -0.2815], [4.3311, -0.3070, -1.1675], [4.0500, -1.2968, -2.1017], [2.7895, -1.8749, -2.1373], [1.8129, -1.4569, -1.2432], [0.6542, -3.8417, 0.9636], [2.5958, -2.7414, 3.3695], [3.4418, -1.1088, 4.7681], [3.7684, 1.2181, 5.5389], [2.7261, 3.0803, 4.2498], [1.4340, 2.6016, 2.2366], [-1.4214, 1.7444, 1.4885], [-2.2844, 3.8899, 0.6974], [-1.0725, 5.1462, -1.0641], [1.0081, 4.2205, -2.0201], [1.8848, 2.0645, -1.2360], [3.5785, 0.8721, 0.4512], [5.3150, 0.1414, -1.1272], [4.8145, -1.6223, -2.7949], [2.5657, -2.6575, -2.8495], [0.8454, -1.9512, -1.2815], [-2.1679, -3.6147, 2.9249], [-2.4185, -2.7443, 1.8396], [-3.7516, -2.8418, 1.2798], [-1.4513, -3.0070, 0.6961], [-2.1876, -1.3050, 2.1958], [-6.1838, -1.2040, -2.9231], [-5.9426, -0.8061, -1.6892], [-6.6319, 0.2891, -1.4252], [-6.2528, -1.7640, -0.8281], [-4.1381, -0.4917, -1.4557], [-3.4423, -1.7844, -1.5894], [-3.9542, 0.0913, -0.1171], [-3.8145, 0.5166, -2.6250], [-2.2613, 0.6754, -3.0007], [-1.4161, 0.2114, -1.8708], [-1.9578, 1.9272, -3.5936], [-1.9345, -0.6103, -4.3300], [-3.0754, -0.9972, -4.8833], [-1.3185, -1.6661, -3.8152], [-1.1582, -0.0581, -5.2522]]
}